This record from OMol25 describes a 3-piece molecular cluster, C18H49BCl2N7O3P2 overall at a distorted geometry. The level of theory is ωB97M-V with the def2-TZVPD basis set.

Its LUMO energy is 0.0203 hartree. Its total energy is -80326.1745 eV. As for the charge: -1. The calculation puts the HOMO energy at -0.15500 Eh.

Geometry (Å):
C  -4.3959  0.3085  6.4697
C  -4.4395  -0.5549  5.1652
Cl  -3.4165  -2.0939  5.2104
C  -5.1633  -0.2702  4.0121
Cl  -5.0755  -1.4921  2.6326
B  -6.0955  1.0757  3.8887
C  -6.1106  1.7695  2.3998
C  -4.8059  2.6888  2.1694
O  -5.2752  4.0069  1.7134
C  -3.8746  2.0914  1.0367
N  -3.1568  0.8589  1.4506
H  -4.2963  -0.3535  7.3902
H  -5.3018  0.9494  6.6363
H  -3.4968  0.9967  6.4330
H  -5.6139  1.8873  4.6432
H  -7.1898  0.7813  4.2707
H  -6.2773  1.0473  1.5442
H  -6.9775  2.5119  2.3960
H  -4.2593  2.8902  3.1397
H  -4.8922  4.1482  0.8286
H  -4.5172  1.8584  0.1349
H  -3.1092  2.8769  0.7634
H  -2.1455  1.0097  1.4389
H  -3.3204  0.1367  0.7387
O  -1.2819  3.1102  -1.1933
P  0.2140  3.2733  -1.5130
N  -0.0587  4.4275  -2.7319
C  -0.0166  4.3504  -4.1702
C  -0.3619  5.7754  -2.2744
N  0.3672  1.6186  -1.9792
C  0.7179  1.0876  -3.2837
C  -0.5960  0.6957  -1.3515
N  1.9493  3.4846  -1.7379
C  2.7349  3.7487  -2.9229
C  2.7400  2.8552  -0.6746
H  0.7417  5.0395  -4.5727
H  -0.9760  4.6302  -4.6191
H  0.2358  3.3683  -4.5549
H  0.5575  6.2954  -1.9731
H  -1.0363  5.7527  -1.4137
H  -0.8562  6.3755  -3.0416
H  0.0482  1.4312  -4.0753
H  0.6589  -0.0049  -3.2984
H  1.7599  1.2831  -3.5394
H  -1.5593  0.7117  -1.8704
H  -0.7518  0.9441  -0.3009
H  -0.2202  -0.3342  -1.3499
H  2.4061  3.2106  -3.8088
H  3.7820  3.4676  -2.7786
H  2.7396  4.8182  -3.1557
H  2.9318  1.7969  -0.8941
H  2.2121  2.9113  0.2773
H  3.6964  3.3626  -0.5247
O  2.0668  -2.0406  -0.9212
P  2.4590  -3.2664  -0.0783
N  4.0961  -2.8207  0.0274
C  5.2835  -3.3198  -0.6192
C  4.4048  -1.7546  0.9700
N  1.9991  -4.3805  -1.3200
C  2.8408  -5.3281  -2.0282
C  0.9790  -3.8992  -2.2655
N  2.7813  -4.6271  0.9909
C  3.9401  -5.4818  1.1284
C  1.5549  -5.2679  1.4797
H  5.9979  -3.7019  0.1255
H  5.7974  -2.5346  -1.1846
H  5.1032  -4.1370  -1.3091
H  4.4335  -2.1444  1.9958
H  3.6482  -0.9659  0.9282
H  5.3646  -1.2770  0.7605
H  3.6879  -4.8525  -2.5269
H  2.2850  -5.8447  -2.8166
H  3.1724  -6.1427  -1.3839
H  1.4213  -3.2807  -3.0524
H  0.2063  -3.3243  -1.7516
H  0.4525  -4.7375  -2.7370
H  4.4118  -5.7539  0.1870
H  3.6830  -6.4273  1.6139
H  4.6960  -5.0122  1.7652
H  1.1931  -6.0258  0.7731
H  0.7656  -4.5289  1.6143
H  1.7030  -5.7381  2.4545


This record from OMol25 describes C18H50BFN12O26Si2 as an isolated structure at a distorted geometry. The level of theory is ωB97M-V with the def2-TZVPD basis set.

Its LUMO energy is -0.0166 hartree. Its total energy is -109719.1503 eV. As for the charge: 0. The calculation puts the HOMO energy at -0.32443 Eh.

Geometry (Å):
C  -1.0958  -1.0160  3.1403
C  -0.9590  0.4757  3.2241
O  -0.1513  1.0507  3.9276
O  -1.9014  1.1502  2.4455
C  -1.3806  1.6680  1.2367
O  -0.7062  2.6576  1.3187
C  -1.7041  1.0266  -0.0582
Si  -0.1875  0.5596  -1.1188
N  -0.4272  1.2777  -2.6771
C  -0.1216  -1.3022  -1.3844
N  -1.3662  -1.6441  -2.1618
O  1.1599  1.2259  -0.4020
Si  2.5290  0.2755  -0.1526
C  2.2936  -1.0788  1.1447
C  3.5816  -1.4953  1.8832
C  3.6215  -2.9867  2.0962
F  3.7240  -3.5797  0.8414
B  4.0177  1.5722  0.2593
O  5.0136  1.3599  1.2098
O  4.0606  2.7707  -0.4446
H  -1.8710  -1.3796  3.8023
H  -1.4003  -1.2433  2.1229
H  -0.1663  -1.5197  3.3540
H  -2.2680  1.7594  -0.6267
H  -2.3609  0.1688  0.0524
H  0.1372  0.7751  -3.3555
H  -0.1952  2.2615  -2.6701
H  -0.1821  -1.8493  -0.4450
H  0.7169  -1.6309  -1.9863
H  -1.2254  -2.5302  -2.6216
H  -2.1148  -1.7387  -1.4928
H  2.9179  -0.3745  -1.3902
H  1.9465  -1.9595  0.6103
H  1.5096  -0.8040  1.8444
H  4.4426  -1.2610  1.2669
H  3.6239  -0.9823  2.8364
H  4.5166  -3.2842  2.6335
H  2.7316  -3.3590  2.5925
H  4.6469  1.5383  2.0806
H  3.4489  3.3871  -0.0331
C  6.2342  -6.0068  1.9170
N  6.4718  -6.3919  3.3351
O  7.5623  -6.1563  3.8089
O  5.5507  -6.9173  3.9194
H  7.1362  -5.5527  1.5255
H  5.9852  -6.9102  1.3695
H  5.4060  -5.3052  1.8985
C  -3.8168  4.5879  2.4061
N  -4.9727  4.7239  1.4795
O  -5.0349  5.7145  0.7862
O  -5.7877  3.8232  1.4851
H  -3.1808  5.4577  2.2986
H  -4.2169  4.5228  3.4140
H  -3.2746  3.6863  2.1391
C  -4.4664  -4.0348  2.7171
N  -3.0848  -4.2259  2.2048
O  -2.9477  -4.7154  1.1054
O  -2.1784  -3.8708  2.9290
H  -5.1630  -4.3961  1.9696
H  -4.5552  -4.5996  3.6401
H  -4.5946  -2.9702  2.9011
C  5.9489  -2.0175  -3.5528
N  4.6697  -1.6272  -2.9043
O  4.5162  -1.9000  -1.7308
O  3.8597  -1.0552  -3.6030
H  6.5713  -2.5161  -2.8193
H  5.7064  -2.6827  -4.3759
H  6.4208  -1.1113  -3.9133
C  -0.2882  0.8601  -7.1402
N  0.1759  -0.2785  -6.3003
O  0.1718  -1.3857  -6.7900
O  0.5286  -0.0168  -5.1702
H  -0.5706  0.4790  -8.1101
H  -1.1375  1.3104  -6.6359
H  0.5326  1.5637  -7.2205
C  -1.4958  3.6291  -11.0934
N  -1.2383  2.7895  -9.8916
O  -1.8750  1.7670  -9.7731
O  -0.4024  3.1973  -9.1115
H  -2.2580  3.1460  -11.6921
H  -1.8280  4.6018  -10.7446
H  -0.5609  3.7109  -11.6389
C  -7.4370  6.9492  3.9116
N  -6.1318  6.7111  4.5878
O  -6.0734  5.8219  5.4115
O  -5.2110  7.4243  4.2595
H  -8.1590  6.2416  4.3001
H  -7.7328  7.9709  4.1276
H  -7.2813  6.8069  2.8459
C  -6.2625  0.1473  4.5714
N  -5.6585  -1.1424  5.0062
O  -6.1356  -1.7030  5.9620
O  -4.7096  -1.5492  4.3593
H  -7.0867  0.3793  5.2343
H  -5.4869  0.9052  4.6277
H  -6.6043  0.0192  3.5489
C  -1.9418  -2.2114  6.8987
N  -1.0678  -3.4100  7.0200
O  0.1265  -3.2517  6.8942
O  -1.6191  -4.4658  7.2373
H  -1.3198  -1.3446  6.7060
H  -2.6256  -2.3890  6.0724
H  -2.4781  -2.1016  7.8361
C  6.5813  2.0717  -6.0485
N  7.0531  1.0383  -5.0889
O  7.2031  -0.0966  -5.4998
O  7.2549  1.3940  -3.9520
H  6.4444  1.6045  -7.0159
H  5.6446  2.4646  -5.6651
H  7.3404  2.8465  -6.0895


This record from OMol25 describes a 12-piece molecular cluster, C18H50BO26 overall at a distorted geometry. The level of theory is ωB97M-V with the def2-TZVPD basis set.

Its LUMO energy is 0.0773 hartree. Its total energy is -73392.9182 eV. The calculation puts the energy above the lowest of the compared OMol25 structures with the same formula, charge and spin at 0.0 kJ/mol. As for the charge: -1. The calculation puts the HOMO energy at -0.26928 Eh.

Geometry (Å):
O  -2.7825  -1.9482  2.0098
C  -1.7841  -1.7603  1.4938
O  -1.4228  -0.6572  0.9024
B  -0.0661  -0.8156  0.3924
O  0.2729  -2.2352  0.5765
C  -0.6780  -2.8017  1.2697
O  -0.7389  -3.9299  1.6046
O  0.9183  0.0745  1.0467
C  1.4859  0.8441  0.1298
O  2.2931  1.6749  0.3347
C  0.8998  0.4778  -1.2432
O  -0.0124  -0.4648  -1.0487
O  1.0731  1.1048  -2.2631
O  1.3074  -3.5140  -2.1948
H  1.5119  -4.2045  -2.8424
H  0.5011  -3.8107  -1.7466
O  3.9490  1.6897  2.9951
H  3.7414  1.3357  3.8803
H  3.3662  2.4521  2.8787
O  -2.8915  -4.7581  3.7236
H  -2.3875  -5.4342  4.1997
H  -2.2215  -4.2149  3.2745
O  0.0821  -6.0951  3.4657
H  -0.4719  -5.4835  2.9486
H  0.6913  -6.4668  2.8176
C  -1.2993  1.0695  -6.2394
C  -0.8224  2.1627  -5.3560
O  -1.5510  3.3673  -5.7406
O  -0.6461  -0.1042  -5.8953
H  -0.9600  1.3733  -7.2406
H  -2.3849  1.0079  -6.2530
H  0.2311  2.3999  -5.4946
H  -1.0319  2.0577  -4.2995
H  -1.2066  3.6395  -6.5996
H  -0.9251  -0.7842  -6.5209
C  -5.8320  -3.1615  1.9343
C  -7.2372  -3.6811  2.0177
O  -7.3096  -4.7017  2.9761
O  -5.3559  -2.8657  3.2245
H  -5.8101  -2.2560  1.3258
H  -5.2692  -3.9979  1.4938
H  -7.5282  -4.0143  1.0074
H  -7.9552  -2.8709  2.2308
H  -8.2476  -4.8079  3.1693
H  -4.6055  -2.2699  3.1108
C  3.6077  0.0568  -4.3281
C  2.7759  -1.2206  -4.3040
O  1.9781  -1.3586  -5.4994
O  2.8016  1.1998  -4.5122
H  4.2798  0.0355  -5.1931
H  4.2194  0.1335  -3.4188
H  2.1069  -1.1384  -3.4360
H  3.4679  -2.0598  -4.2420
H  1.2006  -0.7826  -5.3811
H  2.2845  1.2995  -3.6807
C  -1.5581  3.6517  1.1916
C  -2.7132  2.8288  1.7122
O  -3.9990  3.3576  1.3336
O  -1.7205  5.0282  1.5524
H  -1.4022  3.4721  0.1143
H  -0.6025  3.3419  1.6491
H  -2.6470  2.7574  2.8140
H  -2.5706  1.8071  1.3521
H  -4.0845  4.1921  1.8189
H  -0.8433  5.4150  1.5524
C  4.0264  -1.1121  0.9637
C  4.7226  -0.8713  -0.3843
O  4.3988  -1.8405  -1.3027
O  4.4570  -2.2897  1.6213
H  2.9368  -1.0392  0.8021
H  4.2047  -0.2339  1.5985
H  5.7796  -0.9227  -0.1438
H  4.3458  0.1031  -0.7097
H  3.4801  -2.1424  -1.2092
H  4.1581  -3.0270  1.0667
C  0.4515  5.7821  -1.8513
C  0.9310  4.3912  -1.5498
O  1.4896  4.3472  -0.2588
O  -0.2549  6.5278  -0.8571
H  -0.1816  5.7709  -2.7434
H  1.3441  6.3648  -2.1425
H  1.6957  4.1257  -2.2881
H  0.1581  3.6193  -1.6285
H  1.7314  3.4165  -0.0479
H  0.3734  6.8826  -0.2245
C  0.7574  -0.7016  4.1897
C  1.2209  0.5045  4.9730
O  2.6286  0.2076  5.3820
O  0.3461  -1.7527  5.0309
H  1.5775  -1.0565  3.5415
H  0.0330  -0.4414  3.4069
H  0.6348  0.6552  5.8954
H  1.1615  1.4927  4.4864
H  2.8304  0.5932  6.2416
H  1.0905  -1.9916  5.5903


This record from OMol25 describes C18H50NO21P4S2 as an isolated structure at a distorted geometry. The level of theory is ωB97M-V with the def2-TZVPD basis set.

Its LUMO energy is -0.0644 hartree. Its total energy is -122779.8900 eV. As for the charge: -1. The calculation puts the HOMO energy at -0.19232 Eh.

Geometry (Å):
C  0.2303  -3.6280  3.6765
O  -0.7849  -2.7574  4.1681
C  -1.0495  -1.6765  3.2725
C  -1.4249  -2.0912  1.7999
C  -2.8722  -2.7318  1.6200
C  -3.6399  -3.0595  2.9602
C  -5.1763  -3.3331  2.5864
S  -6.2653  -3.1404  4.0799
O  -5.4583  -2.8973  5.3247
O  -7.0699  -4.3967  4.3092
N  -7.2599  -1.7661  3.8785
S  -8.5891  -2.2035  2.9084
O  -9.6383  -2.9048  3.7248
O  -8.1959  -2.9237  1.6558
H  1.1519  -3.0965  3.3160
H  -0.2018  -4.2670  2.8437
H  0.4690  -4.3587  4.5046
H  -0.1081  -1.0402  3.2256
H  -1.8704  -0.9920  3.6331
H  -0.6472  -2.7385  1.2949
H  -1.4259  -1.1315  1.1957
H  -3.4675  -2.0680  0.9289
H  -2.7387  -3.7086  1.0593
H  -3.6562  -2.2345  3.7127
H  -3.2496  -4.0344  3.3519
H  -5.3577  -4.3669  2.2017
H  -5.4671  -2.5515  1.8302
H  -9.1761  -1.0008  2.5062
C  -0.1881  -1.1613  -2.3296
O  0.7058  -0.0861  -2.0263
P  2.3589  -0.5250  -1.8951
O  2.1149  -1.2459  -0.5737
O  2.7707  1.0424  -1.6381
C  2.3956  2.0146  -2.6159
O  3.9994  -1.0108  -1.9595
C  4.7679  -0.8862  -0.7738
H  -1.1692  -0.7425  -2.5546
H  0.1680  -1.7187  -3.1970
H  -0.2813  -1.8296  -1.4724
H  1.4958  2.5316  -2.2788
H  2.2082  1.5554  -3.5890
H  3.2017  2.7425  -2.7173
H  4.5862  -1.7405  -0.1205
H  4.5505  0.0425  -0.2455
H  5.8215  -0.8854  -1.0609
C  -1.3342  1.2507  6.4437
O  -1.0565  2.6290  6.1772
P  -2.3255  3.5004  5.4205
O  -2.1605  2.8086  4.0725
O  -1.4189  4.8688  5.4986
C  -0.8997  5.2681  6.7661
O  -3.7208  4.3871  4.9796
C  -3.7097  5.0478  3.7246
H  -0.5348  0.8523  7.0686
H  -2.2827  1.1492  6.9726
H  -1.3665  0.6832  5.5134
H  0.1440  4.9584  6.8408
H  -1.4656  4.8320  7.5921
H  -0.9491  6.3553  6.8399
H  -3.9603  4.3433  2.9308
H  -2.7458  5.5153  3.5205
H  -4.4752  5.8259  3.7539
C  -3.1697  -6.0924  -5.5629
O  -1.7986  -6.2834  -5.9210
P  -0.7245  -5.0548  -5.3920
O  -1.2401  -4.0112  -6.3766
O  0.5362  -5.8942  -6.0238
C  0.7160  -7.2548  -5.6272
O  0.3294  -3.9906  -4.5650
C  1.1505  -3.1377  -5.3452
H  -3.7165  -7.0050  -5.8003
H  -3.2634  -5.8916  -4.4948
H  -3.5992  -5.2681  -6.1336
H  0.3110  -7.9107  -6.3995
H  0.2231  -7.4691  -4.6767
H  1.7833  -7.4527  -5.5234
H  0.5830  -2.2600  -5.6590
H  1.5594  -3.6491  -6.2167
H  1.9809  -2.8066  -4.7163
C  4.3705  7.4720  -4.5955
O  4.9068  7.1012  -3.3240
P  6.3431  6.1635  -3.3783
O  5.6086  4.9216  -3.8741
O  6.4041  6.1821  -1.7387
C  6.4076  7.4446  -1.0704
O  7.8850  5.4265  -3.4594
C  8.0135  4.1116  -2.9376
H  3.5716  8.1956  -4.4330
H  5.1408  7.9292  -5.2187
H  3.9552  6.5992  -5.1008
H  5.4006  7.6649  -0.7133
H  6.7424  8.2505  -1.7271
H  7.0787  7.3866  -0.2130
H  7.6753  3.3832  -3.6752
H  7.4583  3.9884  -2.0074
H  9.0724  3.9380  -2.7370


This record from OMol25 describes a 5-piece molecular cluster, C18H51BN4O5 overall. The level of theory is ωB97M-V with the def2-TZVPD basis set.

Its LUMO energy is 0.0240 hartree. Its total energy is -36363.4815 eV. As for the charge: 0. The calculation puts the HOMO energy at -0.33497 Eh.

Geometry (Å):
B  -0.8539  -2.8339  -1.5185
C  -1.2877  -1.3645  -1.2817
O  -2.3200  -1.1561  -0.3200
C  -3.6013  -1.4522  -0.8269
H  -0.3936  -3.1518  -2.5698
H  -0.9631  -3.6228  -0.6347
H  -0.3873  -0.8746  -0.8693
H  -1.5186  -0.8172  -2.2102
H  -4.2481  -1.7163  0.0099
H  -3.5748  -2.2968  -1.5290
H  -4.0332  -0.5946  -1.3554
C  -7.7998  0.2921  -5.6567
C  -7.3455  -1.0173  -5.0228
C  -6.8535  -0.8735  -3.5803
O  -5.5741  -0.2858  -3.4481
C  -5.5397  1.1265  -3.4505
N  -6.3677  -1.6590  -5.9007
H  -6.9460  0.9108  -5.9364
H  -8.3637  0.0872  -6.5654
H  -8.4318  0.8667  -4.9773
H  -8.2142  -1.6831  -4.9725
H  -6.7585  -1.8733  -3.1486
H  -7.5838  -0.3150  -2.9783
H  -6.4275  1.5418  -2.9618
H  -5.4695  1.5422  -4.4586
H  -4.6558  1.4292  -2.8893
H  -6.1562  -2.5928  -5.5653
H  -5.4934  -1.1445  -5.8434
C  1.8438  -2.3284  0.5496
C  2.6199  -3.5599  0.0964
C  4.1236  -3.5043  0.3696
O  4.8440  -2.6493  -0.4955
C  4.8651  -1.2849  -0.1357
N  2.3036  -3.8126  -1.3105
H  1.9712  -1.4852  -0.1310
H  0.7791  -2.5582  0.5820
H  2.1484  -2.0075  1.5491
H  2.2397  -4.4108  0.6728
H  4.5435  -4.5005  0.2103
H  4.3110  -3.2215  1.4153
H  4.9018  -1.1672  0.9538
H  3.9974  -0.7381  -0.5146
H  5.7667  -0.8507  -0.5658
H  2.6390  -4.7264  -1.5963
H  2.8192  -3.1444  -1.8774
C  0.5215  4.1012  -0.1851
C  -0.3659  2.9094  -0.5231
C  -0.1879  1.7145  0.4151
O  1.0086  0.9846  0.2159
C  2.1487  1.4732  0.8942
N  -0.1833  2.5592  -1.9320
H  1.5532  3.9220  -0.4916
H  0.1730  4.9857  -0.7164
H  0.5148  4.3121  0.8857
H  -1.4091  3.2232  -0.4059
H  -1.0005  1.0075  0.2273
H  -0.2571  2.0332  1.4645
H  1.8836  1.9060  1.8628
H  2.6924  2.2238  0.3139
H  2.8111  0.6241  1.0634
H  -0.8625  1.8565  -2.2059
H  0.7248  2.1159  -2.0390
C  4.8434  1.0855  6.7875
C  4.8565  2.3385  5.9200
C  3.5389  2.6056  5.1879
O  3.2963  1.7586  4.0801
C  2.7176  0.5044  4.3853
N  6.0102  2.2860  5.0228
H  4.9212  0.1841  6.1780
H  5.6971  1.0948  7.4633
H  3.9303  1.0202  7.3816
H  5.0053  3.2000  6.5804
H  3.5736  3.6173  4.7760
H  2.6926  2.5550  5.8867
H  2.0276  0.5865  5.2314
H  3.4675  -0.2552  4.6206
H  2.1588  0.1794  3.5082
H  6.1154  3.1697  4.5357
H  5.8276  1.5958  4.2999